No. 1
One molecule with the formula C8H7NO2S at a distorted geometry. Source: the Open Molecules 2025 dataset; level of theory: the ωB97M-V functional and the def2-TZVPD basis.

Summary:
**Net charge**: 0
**HOMO (alpha / beta)**: -8.65 / -7.83 eV
**DFT total energy**: -912.3216 hartree

Each line ends with the Löwdin charge.
Atoms and positions in Å:
C (2.5801, -0.3914, -0.9722)  -0.085
C (1.7542, -0.0225, -2.0846)  -0.081
C (1.9521, -0.6458, 0.2102)  -0.123
C (0.4127, 0.1116, -1.9403)  -0.045
C (0.5885, -0.6204, 0.2539)  0.097
C (-0.2539, -0.1386, -0.7085)  -0.282
C (-2.1152, -0.1397, 0.6576)  -0.546
C (-1.3301, 0.4940, 1.6386)  -0.643
N (-1.6101, 0.1062, -0.5922)  0.127
O (-3.0677, -0.8716, 0.9352)  0.026
O (-0.6610, 1.6992, 1.4745)  0.007
S (-1.7484, 0.0131, 3.2116)  0.928
H (3.6322, -0.5388, -0.8785)  0.092
H (2.1264, 0.3243, -3.0267)  0.095
H (2.6541, -0.9689, 1.0212)  0.122
H (-0.1002, 0.7256, -2.7098)  0.126
H (-2.1074, -0.1218, -1.4949)  0.190
H (0.1221, 1.6767, 2.0262)  0.102
H (-2.8286, -0.6913, 2.9784)  -0.107

No. 2
C20H53CuO19S6 as an isolated structure at a distorted geometry. Source: the Open Molecules 2025 dataset; level of theory: the ωB97M-V functional and the def2-TZVPD basis.

Summary:
**Multiplicity**: 2
**<S²>**: 0.759
**Net charge**: +1
**HOMO (alpha / beta)**: -11.80 / -10.68 eV
**DFT total energy**: -6252.4899 hartree

Each line ends with the Löwdin spin population.
Atoms and positions in Å:
Cu (29.2429, -11.3279, -16.8147)  0.233
C (31.1582, -7.6406, -19.0368)  0.025
C (30.8724, -9.1452, -19.2383)  0.047
O (30.2958, -9.7293, -18.0594)  0.668
H (30.2176, -7.0960, -18.9541)  0.000
H (31.8066, -7.3556, -19.8653)  0.003
H (31.6405, -7.4354, -18.0811)  -0.001
H (31.8039, -9.5162, -19.6656)  0.000
H (30.1992, -9.3197, -20.0776)  0.024
O (27.9981, -7.7821, -13.6287)  0.000
S (28.0470, -8.1767, -15.0199)  0.000
O (28.4349, -9.5343, -15.3264)  -0.001
O (26.4998, -7.8351, -15.6493)  0.000
C (25.9002, -6.6081, -15.3798)  0.000
C (25.9375, -5.5783, -16.4733)  0.000
C (29.0883, -7.0267, -16.0594)  0.000
H (26.3082, -6.1793, -14.4645)  0.000
H (24.9194, -6.8798, -14.9897)  0.000
H (25.7380, -4.5690, -16.1132)  0.000
H (25.1060, -5.9125, -17.0938)  0.000
H (26.8618, -5.6764, -17.0427)  0.000
H (28.7661, -6.0475, -15.7052)  0.000
H (29.0469, -7.1611, -17.1403)  0.000
H (30.1110, -7.2671, -15.7691)  0.000
O (25.8241, -10.9261, -19.4387)  0.000
S (26.1031, -10.2437, -18.1750)  0.000
O (27.1569, -10.7787, -17.3142)  0.001
O (26.4912, -8.6701, -18.4761)  0.000
C (25.7927, -8.0770, -19.4951)  0.000
C (26.6540, -8.3421, -20.7687)  0.000
C (24.4353, -10.1142, -17.2458)  0.000
H (25.7863, -6.9880, -19.4507)  0.000
H (24.8899, -8.6727, -19.6301)  0.000
H (26.5535, -9.3804, -21.0850)  0.000
H (27.7259, -8.2065, -20.6243)  0.000
H (26.4025, -7.8771, -21.7220)  0.000
H (24.6316, -9.2968, -16.5519)  0.000
H (24.2834, -11.1209, -16.8564)  0.000
H (23.6196, -9.7276, -17.8567)  0.000
O (30.2595, -11.6097, -15.0188)  0.000
S (31.1163, -11.7273, -13.8735)  0.000
O (31.4320, -13.0286, -13.2838)  0.000
O (32.5233, -10.8505, -14.1654)  0.000
C (33.4117, -10.6924, -13.0497)  0.000
C (33.9617, -9.3280, -13.2012)  0.000
C (30.2706, -10.7049, -12.5470)  0.000
H (34.1961, -11.4477, -13.0976)  0.000
H (32.9229, -10.7941, -12.0807)  0.000
H (33.2108, -8.5453, -13.0939)  0.000
H (34.5542, -9.1899, -14.1056)  0.000
H (34.6959, -9.1762, -12.4100)  0.000
H (30.9355, -9.8478, -12.4401)  0.000
H (30.2518, -11.2376, -11.5962)  0.000
H (29.3659, -10.3970, -13.0713)  0.000
O (26.6817, -13.6951, -19.4030)  0.000
S (28.1702, -13.5800, -19.5426)  0.000
O (28.8237, -12.6107, -18.6812)  0.001
O (28.9902, -15.0373, -19.2040)  0.000
C (28.3868, -16.1233, -19.6875)  0.000
C (29.1808, -17.3193, -19.1189)  0.000
C (28.6320, -13.2611, -21.2632)  0.000
H (28.4213, -16.0506, -20.7745)  0.000
H (27.3476, -16.1429, -19.3591)  0.000
H (30.1909, -17.3902, -19.5223)  0.000
H (28.7710, -18.3050, -19.3394)  0.000
H (29.4627, -17.2415, -18.0688)  0.000
H (28.1755, -14.0006, -21.9211)  0.000
H (29.7218, -13.2561, -21.2860)  0.000
H (28.3067, -12.2284, -21.3890)  0.000
O (28.2716, -13.1752, -16.0655)  0.001
S (27.5940, -14.3943, -15.4941)  0.000
O (26.2695, -14.8037, -16.0033)  0.000
O (28.6202, -15.7563, -15.5353)  0.000
C (28.1424, -16.8471, -14.7430)  0.000
C (28.8020, -18.1465, -15.1197)  0.000
C (27.4013, -14.0406, -13.7105)  0.000
H (27.1061, -17.0789, -14.9886)  0.000
H (28.2653, -16.7807, -13.6620)  0.000
H (28.3185, -18.6024, -15.9836)  0.000
H (28.7970, -18.8636, -14.2988)  0.000
H (29.8380, -17.9590, -15.4020)  0.000
H (28.3847, -13.7838, -13.3168)  0.000
H (26.9830, -14.8876, -13.1667)  0.000
H (26.6918, -13.2133, -13.7199)  0.000
O (31.1763, -13.0084, -16.9749)  0.000
S (32.1727, -13.8142, -17.6588)  0.000
O (32.0635, -14.2952, -19.0285)  0.000
O (33.6574, -13.1094, -17.4379)  0.000
C (33.6985, -11.7092, -17.3292)  0.000
C (35.0258, -11.0226, -17.0127)  0.000
C (32.6009, -15.2292, -16.6425)  0.000
H (32.9828, -11.2348, -16.6578)  0.000
H (33.4246, -11.3273, -18.3127)  0.000
H (34.8971, -9.9861, -16.7009)  0.000
H (35.7055, -11.2375, -17.8372)  0.000
H (35.4321, -11.4521, -16.0970)  0.000
H (33.4254, -15.6900, -17.1866)  0.000
H (31.6917, -15.7871, -16.4185)  0.000
H (32.9997, -14.9020, -15.6823)  0.000

No. 3
C51H93KNO23PbS9 as an isolated structure at a distorted geometry. Source: the Open Molecules 2025 dataset; level of theory: the ωB97M-V functional and the def2-TZVPD basis.

Summary:
**Multiplicity**: 2
**<S²>**: 0.755
**Net charge**: +2
**HOMO (alpha / beta)**: -12.53 / -12.53 eV
**DFT total energy**: -8160.0227 hartree

Each line ends with the Löwdin spin population.
Atoms and positions in Å:
K (-22.6448, -12.5612, 21.7468)  0.000
Pb (-18.3878, -20.2733, 23.2143)  0.000
C (-21.3057, -17.0144, 21.1759)  0.000
C (-20.6700, -17.8837, 22.0274)  0.000
C (-20.8318, -17.6795, 23.5596)  0.000
O (-20.3720, -18.5548, 24.3876)  0.000
C (-21.4614, -16.6165, 24.1281)  0.000
C (-21.9571, -15.5603, 23.2798)  0.000
C (-22.0405, -15.8537, 21.6802)  0.000
O (-22.6122, -15.0800, 20.9398)  0.000
O (-22.3208, -14.4389, 23.7193)  0.000
O (-20.0342, -18.8527, 21.4486)  0.000
H (-21.3512, -17.1586, 20.1065)  0.000
H (-21.5242, -16.5481, 25.2041)  0.000
C (-17.3998, -15.3027, 21.3400)  0.000
C (-17.8313, -14.4258, 22.5503)  0.000
C (-17.9758, -15.2643, 23.7882)  0.000
S (-16.7025, -16.6060, 23.6461)  0.000
O (-17.4586, -17.8958, 23.7492)  0.000
O (-15.5211, -16.3300, 24.5052)  0.000
C (-16.3278, -16.2447, 21.8727)  0.000
H (-17.0849, -14.7430, 20.4593)  0.000
H (-18.2728, -15.8703, 21.0178)  0.000
H (-18.8076, -14.0003, 22.3182)  0.000
H (-17.0081, -13.7212, 22.6680)  0.000
H (-18.8697, -15.8075, 24.0946)  0.000
H (-17.6873, -14.7031, 24.6770)  0.000
H (-15.9395, -17.0124, 21.2034)  0.000
H (-15.4719, -15.5701, 21.8524)  0.000
C (-24.4884, -17.5476, 27.5234)  0.000
C (-24.7721, -17.0125, 28.9458)  0.000
C (-23.4434, -17.0499, 29.7240)  0.000
S (-22.8405, -18.7383, 29.3803)  0.000
O (-23.6587, -19.6460, 30.1430)  0.000
O (-21.3919, -18.8173, 29.3518)  0.000
C (-23.3987, -18.6396, 27.6024)  0.000
H (-24.2095, -16.6489, 26.9734)  0.000
H (-25.3583, -17.9843, 27.0327)  0.000
H (-25.5704, -17.5919, 29.4098)  0.000
H (-25.1433, -15.9966, 28.8112)  0.000
H (-23.3879, -16.9486, 30.8078)  0.000
H (-22.7405, -16.3695, 29.2434)  0.000
H (-23.5684, -19.6205, 27.1585)  0.000
H (-22.4642, -18.3678, 27.1115)  0.000
C (-24.1763, -22.3640, 24.1212)  0.000
C (-24.4814, -21.1664, 23.1974)  0.000
C (-23.1090, -20.4712, 22.9608)  0.000
S (-21.9024, -21.9100, 22.6431)  0.000
O (-20.6412, -21.6865, 23.3537)  0.000
O (-21.8644, -22.2563, 21.2395)  0.000
C (-22.9861, -23.1208, 23.4858)  0.000
H (-25.0515, -22.9720, 24.3502)  0.000
H (-23.8624, -21.9567, 25.0823)  0.000
H (-25.2257, -20.4486, 23.5421)  0.000
H (-24.9301, -21.5462, 22.2795)  0.000
H (-22.8594, -19.9011, 23.8558)  0.000
H (-22.8480, -19.8165, 22.1293)  0.000
H (-22.3699, -23.6941, 24.1784)  0.000
H (-23.2609, -23.7055, 22.6080)  0.000
C (-24.9872, -14.7916, 18.9620)  0.000
C (-24.8624, -16.3109, 18.9565)  0.000
C (-24.7397, -16.7412, 17.5579)  0.001
S (-25.6867, -15.5416, 16.5596)  0.000
O (-26.8572, -16.2032, 16.0002)  0.000
O (-24.7471, -14.9232, 15.6318)  0.000
C (-26.0928, -14.3687, 17.9247)  0.000
H (-24.0352, -14.2838, 18.8069)  0.000
H (-25.2218, -14.4313, 19.9636)  0.000
H (-25.8314, -16.6716, 19.3015)  0.000
H (-24.1379, -16.6805, 19.6821)  0.000
H (-25.0407, -17.7812, 17.4325)  0.001
H (-23.7009, -16.6248, 17.2488)  0.000
H (-27.1289, -14.4532, 18.2525)  0.000
H (-25.9503, -13.3755, 17.4989)  0.000
C (-18.0375, -17.4283, 17.4774)  0.000
C (-17.3897, -18.2569, 18.5753)  0.000
C (-16.4466, -19.2645, 17.8214)  0.000
S (-15.8677, -18.4134, 16.3184)  0.000
O (-16.2760, -19.1180, 15.1050)  0.000
O (-14.4588, -18.0078, 16.4542)  0.000
C (-16.8932, -16.9500, 16.4916)  0.000
H (-18.5861, -16.6409, 17.9942)  0.000
H (-18.7529, -18.0494, 16.9384)  0.000
H (-18.2460, -18.5707, 19.1722)  0.000
H (-16.8806, -17.5910, 19.2720)  0.000
H (-17.0992, -20.0465, 17.4332)  0.000
H (-15.5800, -19.6779, 18.3373)  0.000
H (-17.0717, -16.6776, 15.4514)  0.000
H (-16.2842, -16.1208, 16.8518)  0.000
C (-19.9562, -12.7987, 25.8421)  0.000
C (-20.3359, -11.6640, 26.9152)  0.000
C (-19.9896, -12.0050, 28.3698)  0.000
S (-20.2376, -13.8812, 28.2807)  0.000
O (-21.6472, -14.0781, 28.5559)  0.000
O (-19.2528, -14.5157, 29.1310)  0.000
C (-19.8197, -14.1312, 26.5428)  0.000
H (-18.9550, -12.6770, 25.4289)  0.000
H (-20.6724, -12.8042, 25.0204)  0.000
H (-21.4181, -11.6227, 26.7918)  0.000
H (-19.9573, -10.6905, 26.6036)  0.000
H (-20.5814, -11.6480, 29.2128)  0.000
H (-18.9287, -11.8653, 28.5773)  0.000
H (-20.2785, -15.0623, 26.2103)  0.000
H (-18.7600, -14.3712, 26.6297)  0.000
C (-24.1870, -12.6724, 26.3580)  0.000
C (-25.0768, -13.7600, 26.8288)  0.000
C (-26.3090, -13.1649, 27.5090)  0.000
S (-25.8203, -11.4547, 28.0616)  0.000
O (-25.8838, -11.3118, 29.4999)  0.000
O (-26.5795, -10.5819, 27.1762)  0.000
C (-24.1009, -11.6230, 27.4135)  0.000
H (-24.5278, -12.3541, 25.3727)  0.000
H (-23.2296, -13.0093, 25.9605)  0.000
H (-24.5947, -14.2557, 27.6714)  0.000
H (-25.3281, -14.3976, 25.9812)  0.000
H (-26.8579, -13.7287, 28.2633)  0.000
H (-27.0146, -12.9568, 26.7047)  0.000
H (-23.4452, -12.0756, 28.1574)  0.000
H (-23.7698, -10.6209, 27.1412)  0.000
C (-26.9828, -16.8070, 21.7076)  0.000
C (-25.6004, -16.8348, 22.3920)  0.000
C (-25.6314, -15.8721, 23.5562)  0.000
S (-27.1717, -16.3945, 24.4537)  0.000
O (-27.8566, -15.2584, 25.1200)  0.000
O (-26.8812, -17.6750, 25.1214)  0.000
C (-28.0773, -16.7396, 22.8099)  0.000
H (-27.0922, -17.6082, 20.9767)  0.000
H (-27.0607, -15.8175, 21.2572)  0.000
H (-24.8607, -16.4296, 21.7016)  0.000
H (-25.2719, -17.8151, 22.7373)  0.000
H (-25.7927, -14.8535, 23.2033)  0.000
H (-24.8622, -15.9625, 24.3232)  0.000
H (-28.7799, -15.9420, 22.5684)  0.000
H (-28.5352, -17.7014, 23.0406)  0.000
C (-18.6939, -17.9713, 28.4461)  0.000
C (-17.7130, -17.2319, 27.5693)  0.000
C (-16.5391, -18.2337, 27.2064)  0.000
S (-17.3674, -19.8435, 26.9408)  0.000
O (-16.7588, -20.9340, 27.7794)  0.000
O (-17.5395, -20.0591, 25.4865)  0.000
C (-18.9416, -19.3113, 27.7512)  0.000
H (-19.5988, -17.3650, 28.4869)  0.000
H (-18.1905, -18.1164, 29.4019)  0.000
H (-17.3385, -16.3546, 28.0967)  0.000
H (-18.2732, -16.8121, 26.7338)  0.000
H (-15.9473, -18.2722, 28.1209)  0.000
H (-15.8038, -17.9901, 26.4395)  0.000
H (-19.2763, -20.0463, 28.4833)  0.000
H (-19.7462, -19.0558, 27.0616)  0.000
C (-22.9358, -22.6770, 17.7775)  0.047
C (-23.4631, -21.2857, 17.8662)  0.061
C (-22.4522, -20.2153, 18.4516)  0.001
C (-21.3484, -19.7769, 17.4892)  0.000
C (-21.9430, -19.2082, 16.1502)  0.001
C (-22.9351, -20.2389, 15.4887)  0.040
N (-23.8812, -20.8261, 16.5392)  0.662
O (-24.9573, -21.4963, 15.9431)  0.080
C (-23.7988, -19.4226, 14.5336)  0.016
C (-22.1663, -21.2463, 14.5841)  0.038
C (-24.6610, -21.3262, 18.9072)  0.023
H (-21.9637, -22.5865, 17.2928)  0.000
H (-23.5498, -23.3517, 17.1809)  0.001
H (-22.8088, -23.2420, 18.7010)  0.006
H (-22.9236, -19.2513, 18.6433)  0.000
H (-22.1168, -20.5853, 19.4205)  0.000
H (-20.7855, -20.7051, 17.3906)  0.000
H (-20.8214, -18.9126, 17.8934)  0.000
H (-21.0614, -19.1266, 15.5144)  -0.001
H (-22.3212, -18.1901, 16.2423)  0.000
H (-24.4271, -20.1309, 13.9936)  0.000
H (-24.5866, -18.8470, 15.0195)  0.000
H (-23.2463, -18.8547, 13.7851)  0.001
H (-21.5094, -21.8906, 15.1685)  0.000
H (-22.8078, -21.8138, 13.9099)  0.001
H (-21.4999, -20.7422, 13.8842)  0.003
H (-24.2679, -21.8227, 19.7944)  0.001
H (-25.4049, -21.9797, 18.4515)  0.000
H (-25.1869, -20.4038, 19.1534)  0.000
H (-24.5355, -22.2355, 15.4989)  0.017